Entry 1:
A molecular structure, C56H44BCrN7O4S2, computed with wB97M-V/def2-TZVPD.

ORCA input file:
```
! RIJCOSX wB97M-V def2-TZVPD def2/J DEFGRID3
* xyz 1 4
Cr -1.02 -0.46 0.78
O 5.06 -2.82 2.60
C 4.29 -3.48 1.89
O 4.25 -4.62 1.44
C 3.01 -2.62 1.47
C 2.18 -3.04 0.44
C 1.05 -2.30 0.16
N 0.73 -1.21 0.88
C 1.55 -0.77 1.85
C 2.71 -1.46 2.17
C 1.05 0.44 2.51
C 1.73 1.11 3.52
C 1.17 2.24 4.07
C -0.04 2.70 3.58
C -0.66 1.99 2.57
N -0.15 0.87 2.06
C 0.02 -2.61 -0.83
C 0.21 -3.42 -1.94
C -0.84 -3.63 -2.82
C -2.07 -3.04 -2.55
C -2.19 -2.25 -1.42
N -1.18 -2.01 -0.59
H 2.43 -3.95 -0.09
H 3.39 -1.14 2.95
H 2.68 0.74 3.86
H 1.67 2.76 4.88
H -0.52 3.58 3.98
H -1.61 2.33 2.17
H 1.18 -3.87 -2.11
H -0.71 -4.25 -3.69
H -2.92 -3.20 -3.19
H -3.14 -1.80 -1.15
B -3.62 -0.40 3.19
N -3.64 0.53 1.96
C -4.48 1.56 1.86
C -4.21 2.26 0.68
C -3.16 1.56 0.12
N -2.81 0.52 0.90
N -2.75 -1.65 2.92
C -2.93 -2.80 3.56
C -1.80 -3.59 3.41
C -0.95 -2.82 2.62
N -1.54 -1.65 2.32
H -4.73 -0.77 3.41
H -3.13 0.20 4.11
H -5.22 1.75 2.62
H -4.72 3.13 0.31
H -2.62 1.76 -0.79
H -3.84 -3.00 4.10
H -1.61 -4.57 3.79
H 0.04 -3.07 2.30
C -4.56 0.22 -6.60
C -3.47 0.26 -5.57
C -3.77 0.21 -4.22
C -2.77 0.27 -3.26
C -1.46 0.40 -3.66
C -1.13 0.41 -5.01
C -2.13 0.34 -5.96
S -0.08 0.63 -2.51
O -0.73 0.59 -1.14
C 0.06 2.40 -2.95
C -1.21 3.02 -2.85
C -1.49 4.20 -3.45
C -0.61 4.67 -4.44
C -0.99 5.70 -5.32
C -0.20 6.02 -6.39
C 0.96 5.27 -6.65
C 1.37 4.31 -5.77
C 0.65 4.03 -4.58
C 1.13 3.06 -3.61
C 2.62 2.96 -3.52
C 3.38 4.08 -4.06
C 2.88 5.41 -4.06
C 3.57 6.43 -4.65
C 4.78 6.18 -5.32
C 5.35 4.94 -5.23
C 4.71 3.90 -4.52
C 5.38 2.70 -4.22
C 4.79 1.83 -3.35
C 3.45 1.96 -2.99
S 3.10 0.96 -1.52
O 4.19 -0.02 -1.47
C 3.56 2.34 -0.45
C 4.86 2.54 -0.04
C 5.14 3.58 0.83
C 4.13 4.43 1.28
C 4.43 5.57 2.21
C 2.82 4.21 0.85
C 2.53 3.17 -0.01
H -5.45 0.74 -6.25
H -4.84 -0.81 -6.81
H -4.23 0.68 -7.53
H -4.81 0.13 -3.90
H -3.01 0.24 -2.20
H -0.09 0.50 -5.32
H -1.88 0.37 -7.01
H -1.96 2.54 -2.24
H -2.44 4.70 -3.28
H -1.92 6.21 -5.14
H -0.49 6.81 -7.07
H 1.53 5.46 -7.55
H 2.24 3.72 -6.01
H 1.96 5.63 -3.54
H 3.18 7.44 -4.62
H 5.27 6.97 -5.87
H 6.32 4.74 -5.67
H 6.38 2.53 -4.58
H 5.34 0.99 -2.95
H 5.64 1.87 -0.39
H 6.16 3.74 1.16
H 5.48 5.59 2.48
H 3.83 5.51 3.12
H 4.19 6.52 1.72
H 2.03 4.85 1.20
H 1.52 3.00 -0.36
*
```

Summary:
HOMO-LUMO gap (spin up / spin down), eV: 6.3 / 6.1
ΔE to the lowest compared entry with this formula, charge and spin, kcal/mol: 84.10
DFT total energy, a.u.: -4710.20473


Entry 2:
A molecular structure, C56H44FN11O2Pb, computed with wB97M-V/def2-TZVPD.

ORCA input file:
```
! RIJCOSX wB97M-V def2-TZVPD def2/J DEFGRID3
* xyz -2 1
Pb -0.15 -0.29 0.08
C -6.11 -4.86 -2.31
C -6.31 -4.44 -1.01
C -5.40 -3.57 -0.41
C -4.29 -3.12 -1.10
C -4.10 -3.55 -2.42
C -5.00 -4.41 -3.02
C -3.30 -2.19 -0.47
C -3.39 -0.83 -0.82
C -4.46 -0.25 -1.61
C -4.23 1.09 -1.65
C -3.03 1.34 -0.86
N -2.55 0.15 -0.41
C -2.50 2.60 -0.59
C -1.46 2.91 0.30
C -1.07 4.26 0.69
C -0.07 4.12 1.60
C 0.13 2.69 1.78
C 1.02 2.11 2.70
C 1.97 3.07 3.36
C 1.86 3.42 4.70
C 2.76 4.31 5.27
C 3.78 4.86 4.49
C 3.89 4.51 3.15
C 2.99 3.63 2.59
C 1.11 0.76 3.06
N 0.44 -0.27 2.47
C 0.76 -1.40 3.12
C 0.26 -2.68 2.81
C 0.84 -3.84 3.56
C 1.69 -4.73 2.90
C 2.24 -5.81 3.57
C 1.95 -6.02 4.92
C 1.10 -5.14 5.58
C 0.55 -4.06 4.90
C -0.76 -2.98 1.90
C -1.39 -4.28 1.77
C -2.40 -4.15 0.87
C -2.39 -2.76 0.44
N -1.39 -2.10 1.07
C 1.71 -1.10 4.18
C 1.93 0.23 4.14
N -0.70 2.02 0.96
C -3.12 3.76 -1.31
C -4.36 4.28 -0.93
C -4.92 5.35 -1.61
C -4.25 5.93 -2.67
C -3.01 5.43 -3.05
C -2.45 4.35 -2.37
H -6.82 -5.54 -2.78
H -7.18 -4.78 -0.45
H -5.55 -3.24 0.61
H -3.21 -3.21 -2.95
H -4.84 -4.74 -4.03
H -5.28 -0.79 -2.06
H -4.83 1.84 -2.13
H -1.50 5.18 0.33
H 0.45 4.90 2.13
H 1.06 3.00 5.30
H 2.67 4.58 6.31
H 4.49 5.55 4.94
H 4.69 4.92 2.54
H 3.07 3.35 1.54
H 1.95 -4.52 1.86
H 2.92 -6.47 3.05
H 2.39 -6.86 5.44
H 0.87 -5.30 6.63
H -0.12 -3.38 5.41
H -1.11 -5.17 2.31
H -3.09 -4.90 0.54
H 2.16 -1.82 4.85
H 2.58 0.80 4.78
H -4.88 3.83 -0.09
H -5.88 5.74 -1.30
H -4.69 6.77 -3.20
H -2.47 5.88 -3.88
H -1.48 3.97 -2.66
C 0.72 -3.97 -3.45
C 0.72 -3.00 -2.29
N -0.14 -2.05 -2.19
O -1.09 -2.04 -3.25
C 1.76 -3.19 -1.28
C 2.86 -4.19 -1.50
N 1.72 -2.46 -0.19
O 2.60 -2.64 0.72
H -0.14 -3.82 -4.09
H 0.72 -4.99 -3.07
H 1.63 -3.84 -4.04
H -1.52 -1.19 -3.09
H 3.37 -4.04 -2.46
H 2.51 -5.23 -1.49
H 3.58 -4.06 -0.70
N -0.65 1.86 -5.83
N -0.19 1.93 -4.51
N 0.83 2.66 -4.15
C 0.92 2.36 -2.86
N -0.03 1.48 -2.49
N -0.73 1.21 -3.56
H -0.98 2.78 -6.07
H -1.43 1.22 -5.80
H 1.68 2.73 -2.19
F 7.49 4.59 -1.71
C 6.44 3.69 -1.51
C 5.66 3.30 -2.59
C 4.62 2.41 -2.40
C 4.29 1.84 -1.11
C 3.24 0.96 -0.92
C 5.16 2.29 -0.05
C 6.19 3.18 -0.25
H 5.87 3.71 -3.57
H 4.03 2.11 -3.26
H 3.04 0.55 0.06
H 2.66 0.57 -1.75
H 5.00 1.88 0.94
H 6.83 3.48 0.58
*
```

Summary:
HOMO-LUMO gap (spin up / spin down), eV: 3.4 / 3.4
ΔE to the lowest compared entry with this formula, charge and spin, kcal/mol: 37.32
DFT total energy, a.u.: -3205.77010


Entry 3:
A molecular structure, C56H44FN11O2Pb, computed with wB97M-V/def2-TZVPD.

ORCA input file:
```
! RIJCOSX wB97M-V def2-TZVPD def2/J DEFGRID3
* xyz -2 1
Pb 0.03 0.18 -0.30
C 0.95 5.60 5.62
C -0.24 4.95 5.31
C -0.26 3.94 4.36
C 0.90 3.56 3.68
C 2.09 4.19 4.03
C 2.12 5.20 4.98
C 0.83 2.52 2.63
C 0.13 1.32 2.97
C -0.03 0.81 4.28
C -0.74 -0.38 4.16
C -1.07 -0.51 2.80
N -0.50 0.48 2.09
C -1.83 -1.61 2.08
C -0.70 -2.47 1.52
C -0.30 -3.77 1.90
C 0.72 -4.13 1.04
C 0.97 -3.02 0.20
C 1.94 -2.95 -0.83
C 2.44 -4.25 -1.34
C 3.81 -4.54 -1.38
C 4.27 -5.72 -1.94
C 3.37 -6.65 -2.45
C 2.00 -6.39 -2.38
C 1.54 -5.20 -1.83
C 2.44 -1.79 -1.43
N 2.15 -0.50 -1.05
C 2.84 0.34 -1.86
C 2.81 1.76 -1.74
C 3.31 2.61 -2.84
C 4.57 2.47 -3.43
C 4.96 3.25 -4.50
C 4.12 4.23 -5.01
C 2.88 4.42 -4.42
C 2.48 3.62 -3.35
C 2.27 2.44 -0.61
C 2.56 3.81 -0.25
C 2.04 4.02 0.99
C 1.43 2.78 1.40
N 1.56 1.87 0.39
C 3.57 -0.44 -2.83
C 3.33 -1.75 -2.56
N 0.09 -2.01 0.53
C -2.79 -2.45 2.91
C -3.36 -2.03 4.10
C -4.33 -2.78 4.74
C -4.77 -3.97 4.18
C -4.23 -4.39 2.97
C -3.26 -3.64 2.34
H 0.97 6.39 6.35
H -1.15 5.24 5.82
H -1.19 3.44 4.12
H 3.01 3.87 3.55
H 3.06 5.68 5.23
H 0.40 1.23 5.17
H -0.99 -1.05 4.96
H -0.74 -4.35 2.69
H 1.27 -5.06 1.03
H 4.50 -3.82 -0.98
H 5.33 -5.92 -1.98
H 3.72 -7.58 -2.88
H 1.30 -7.11 -2.77
H 0.48 -4.98 -1.80
H 5.26 1.74 -3.02
H 5.94 3.11 -4.94
H 4.42 4.83 -5.86
H 2.21 5.18 -4.80
H 1.50 3.76 -2.91
H 3.13 4.51 -0.85
H 2.08 4.94 1.56
H 4.19 -0.05 -3.63
H 3.71 -2.60 -3.10
H -3.06 -1.08 4.53
H -4.76 -2.43 5.67
H -5.55 -4.55 4.68
H -4.60 -5.30 2.50
H -2.88 -3.95 1.38
C -0.38 -1.57 -5.40
C -0.74 -1.48 -3.94
N -0.36 -0.50 -3.20
O 0.35 0.49 -3.91
C -1.55 -2.56 -3.39
C -1.61 -3.88 -4.12
N -2.24 -2.36 -2.30
O -2.96 -3.33 -1.84
H 0.15 -0.67 -5.72
H -1.28 -1.69 -6.00
H 0.26 -2.43 -5.57
H 0.86 0.93 -3.22
H -0.61 -4.25 -4.39
H -2.22 -3.83 -5.03
H -2.08 -4.59 -3.44
N -5.04 3.84 -2.17
N -4.16 2.80 -1.93
N -4.33 1.59 -2.42
C -3.29 0.95 -1.89
N -2.54 1.77 -1.13
N -3.10 2.95 -1.17
H -5.28 3.85 -3.15
H -4.57 4.69 -1.90
H -3.05 -0.09 -2.05
F -8.21 -0.44 1.75
C -6.87 -0.55 1.51
C -6.42 -1.50 0.62
C -5.06 -1.63 0.41
C -4.16 -0.81 1.10
C -2.67 -0.98 0.89
C -4.65 0.17 1.95
C -6.02 0.31 2.16
H -7.14 -2.14 0.12
H -4.66 -2.35 -0.29
H -2.29 0.02 0.73
H -2.51 -1.59 0.00
H -3.96 0.83 2.46
H -6.42 1.07 2.82
*
```

Summary:
HOMO-LUMO gap, eV: 5.1
ΔE to the lowest compared entry with this formula, charge and spin, kcal/mol: 0.00
DFT total energy, a.u.: -3205.82958


Entry 4:
A molecular structure, C56H44MgN5OTe, computed with wB97M-V/def2-TZVPD.

ORCA input file:
```
! RIJCOSX wB97M-V def2-TZVPD def2/J DEFGRID3
* xyz -1 1
Mg 11.60 15.05 16.01
C 15.06 16.58 22.55
C 15.86 16.07 21.52
C 15.36 15.99 20.24
C 14.06 16.30 19.98
C 13.25 16.91 20.96
C 13.83 17.06 22.23
C 13.56 15.99 18.61
C 13.78 14.67 18.13
C 14.52 13.62 18.78
C 14.59 12.57 17.91
C 13.86 12.97 16.71
N 13.37 14.24 16.91
C 13.65 12.20 15.53
C 12.67 12.47 14.58
C 12.02 11.45 13.79
C 11.01 12.07 13.11
C 11.06 13.49 13.45
C 10.39 14.51 12.76
C 9.91 14.28 11.41
C 10.65 13.50 10.51
C 10.03 13.00 9.39
C 8.80 13.50 8.99
C 8.17 14.50 9.71
C 8.70 14.87 10.95
C 10.26 15.86 13.23
N 10.57 16.27 14.51
C 10.26 17.59 14.62
C 10.69 18.48 15.64
C 10.08 19.82 15.47
C 10.93 20.94 15.20
C 10.43 22.22 15.38
C 9.04 22.42 15.44
C 8.23 21.29 15.63
C 8.73 20.03 15.67
C 11.64 18.19 16.61
C 12.34 19.16 17.46
C 13.24 18.47 18.20
C 13.06 17.08 17.84
N 12.23 16.95 16.81
C 9.54 18.03 13.39
C 9.67 17.01 12.50
N 11.96 13.66 14.47
C 14.38 10.89 15.47
C 13.68 9.68 15.40
C 14.40 8.53 15.51
C 15.80 8.49 15.62
C 16.51 9.68 15.60
C 15.80 10.86 15.42
H 15.35 16.57 23.61
H 16.81 15.59 21.71
H 16.08 15.64 19.52
H 12.22 17.22 20.82
H 13.30 17.72 22.93
H 15.01 13.69 19.71
H 15.03 11.59 18.08
H 12.54 10.52 13.56
H 10.40 11.74 12.29
H 11.65 13.06 10.73
H 10.49 12.19 8.85
H 8.35 13.11 8.06
H 7.31 15.07 9.26
H 8.09 15.53 11.60
H 11.91 20.70 14.80
H 11.09 23.02 15.32
H 8.63 23.43 15.37
H 7.18 21.41 15.84
H 8.17 19.20 16.04
H 12.16 20.26 17.51
H 13.99 18.86 18.87
H 9.17 19.01 13.33
H 9.27 17.03 11.47
H 12.56 9.67 15.45
H 13.86 7.62 15.54
H 16.34 7.60 15.72
H 17.58 9.61 15.75
H 16.34 11.77 15.24
O 10.15 14.18 17.09
C 9.13 14.15 17.81
C 7.95 15.02 17.49
C 7.61 16.18 18.39
C 6.93 15.79 19.72
C 7.65 14.64 20.48
C 7.74 13.33 19.75
N 8.87 13.23 18.77
H 7.01 14.40 17.30
H 8.26 15.38 16.51
H 6.94 16.89 17.84
H 8.54 16.73 18.57
H 5.85 15.52 19.59
H 6.95 16.65 20.45
H 7.14 14.54 21.48
H 8.64 15.02 20.67
H 6.78 13.11 19.17
H 7.80 12.58 20.57
H 9.64 12.56 18.94
Te 13.16 16.56 12.29
C 15.02 15.73 11.92
C 15.84 16.30 10.98
C 17.15 15.82 10.76
C 17.64 14.76 11.56
C 16.77 14.19 12.51
C 15.48 14.70 12.72
H 15.48 17.14 10.46
H 17.70 16.33 10.01
H 18.71 14.43 11.40
H 17.11 13.25 13.02
H 14.81 14.20 13.44
*
```

Summary:
HOMO-LUMO gap (spin up / spin down), eV: 3.8 / 3.8
DFT total energy, a.u.: -2977.59164


- Which value of DFT total energy does entry 1 give?
  -4710.20473 a.u.


- Number 2 is which compound?
  C56H44FN11O2Pb